1.
22
Properties=species:S:1:pos:R:3 method="wB97M-V/def2-TZVPD" e_above_lowest_kj_mol=528.0 spin_multiplicity=1 smiles=CC(C)(C)C1N[NH2+]N1 homo_ev=-14.534 fmax_ev_per_a=7.0 lumo_energy_ev=-3.663 homo_lumo_gap_ev=10.9 total_charge=+1
C -1.5773 1.2037 0.6186
C -0.7484 -0.0106 0.0254
C -1.3247 -1.2894 0.6559
C -0.8661 0.0136 -1.5525
C 0.6882 0.0916 0.5253
N 1.6806 -0.9775 0.0913
N 2.6356 0.0818 -0.3309
N 1.7127 1.1136 -0.0650
H -0.8904 2.1139 0.6085
H -1.9784 0.8616 1.6487
H -2.5697 1.5371 0.1920
H -2.4198 -1.4307 0.4309
H -0.8572 -2.1717 0.3501
H -1.2546 -1.4145 1.7125
H -1.8606 -0.0978 -1.7940
H -0.1046 -0.7156 -1.9606
H -0.5366 0.9610 -2.0288
H 0.7555 0.2290 1.6748
H 1.9039 -1.6312 0.8529
H 3.3745 0.2412 0.4765
H 3.0067 -0.1070 -1.2052
H 1.2306 1.3980 -0.9264



2.
21
Properties=species:S:1:pos:R:3 method="wB97M-V/def2-TZVPD" e_above_lowest_kj_mol=110.4 spin_multiplicity=3 homo_ev="-3.077 / -7.402" fmax_ev_per_a=5.7 lumo_energy_ev="0.645 / -3.917" homo_lumo_gap_ev="3.7 / 3.5"
C -0.9733 -2.7442 0.2565
C -1.4359 -1.4964 0.5650
C 1.5619 2.3016 -1.7087
C 0.3880 -2.6068 0.0876
C 0.8616 1.2905 -1.2250
C 1.0219 2.9409 0.2122
C -0.4110 -0.6181 0.6569
C -0.3676 0.9625 0.9699
N 1.7368 3.3346 -0.8487
N 0.6782 -1.2773 0.3015
N 0.4438 1.7026 0.0602
O -1.7353 1.3258 1.1216
H -1.5468 -3.6812 0.1410
H -2.4413 -1.1723 0.9723
H 1.8160 2.3447 -2.7509
H 1.1095 -3.3301 -0.1963
H 0.2240 0.6222 -1.8276
H 0.8641 3.5702 1.1615
H 0.1975 1.0940 1.9871
H 1.6427 -0.8924 0.2518
H -2.3557 0.7151 0.6078



3.
31
Properties=species:S:1:pos:R:3 method="wB97M-V/def2-TZVPD" e_above_lowest_kj_mol=257.9 spin_multiplicity=1 smiles="NC[C@H](O)Cc1c(CC(=O)O)[nH]c[n+]1[PH2]=S" homo_ev=-12.294 fmax_ev_per_a=5.3 lumo_energy_ev=-4.162 homo_lumo_gap_ev=8.1 total_charge=+1
N 0.2046 -0.3489 3.2127
C 0.4276 -0.8789 1.8063
C -0.9416 -1.4021 1.1835
O -0.7784 -2.7945 0.7462
C -1.6104 -0.5925 -0.0042
C -0.7595 0.5497 -0.6892
C 0.4256 0.2632 -1.6301
C 1.0055 -1.1910 -2.0275
C 2.6190 -1.0076 -1.9702
O 3.2007 -0.4315 -2.9155
O 3.3675 -1.4403 -0.8458
N 0.9156 1.5772 -2.0634
C 0.1736 2.6610 -1.4821
N -0.8263 1.9971 -0.6500
P -2.0052 2.9267 0.3225
S -1.3731 2.7954 2.1832
H 0.3592 -1.1628 3.8328
H -0.7489 0.0245 3.3117
H 1.0420 -0.1455 1.1893
H 1.1053 -1.8071 1.9619
H -1.7115 -1.4520 2.0480
H -0.4217 -3.3246 1.4931
H -2.6307 -0.1504 0.3117
H -1.8750 -1.3527 -0.8373
H 0.7154 -1.8879 -1.1555
H 0.6370 -1.5588 -3.0399
H 2.8006 -1.9625 -0.2339
H 1.7158 1.6559 -2.7199
H 0.2944 3.7934 -1.6248
H -2.0138 4.3213 -0.0334
H -3.3135 2.3258 0.3201



4.
14
Properties=species:S:1:pos:R:3 method="wB97M-V/def2-TZVPD" e_above_lowest_kj_mol=557.6 spin_multiplicity=1 homo_ev="-9.975 / -9.972" fmax_ev_per_a=3.4 lumo_energy_ev="-1.373 / -1.372" homo_lumo_gap_ev="8.6 / 8.6"
C 1.9499 -0.1067 0.0910
C 0.4630 -0.0984 -0.1310
N -0.1644 -1.3968 -0.3547
O -1.3836 -1.4130 -0.4725
O 0.5857 -2.3735 -0.3869
N -0.1469 1.0380 -0.4961
O 0.4373 2.1028 -0.5968
O -1.5448 1.1112 -0.5607
C -2.1564 0.6156 0.6020
O -1.5850 0.2040 1.5587
H 2.2248 -1.0978 0.5955
H 2.4540 -0.0285 -0.8509
H 2.0093 0.9110 0.6359
H -3.1429 0.5320 0.3665



5.
9
Properties=species:S:1:pos:R:3 method="wB97M-V/def2-TZVPD" e_above_lowest_kj_mol=295.8 spin_multiplicity=5 homo_ev="-18.499 / -19.215" fmax_ev_per_a=5.5 lumo_energy_ev="-13.125 / -11.296" homo_lumo_gap_ev="5.4 / 7.9" total_charge=+2
O -1.9967 0.6738 -0.5021
C -0.8570 1.0098 -0.3484
H -0.5350 2.0723 -0.3600
C 0.3210 -0.9343 1.9931
C 0.4087 -0.2669 0.9627
C 0.4519 -0.0167 -0.4495
O 0.6267 -0.8821 -1.3026
Cr 1.5643 -0.3982 -2.9713
H 0.0161 -1.2577 2.9781



6.
56
Properties=species:S:1:pos:R:3 method="wB97M-V/def2-TZVPD" e_above_lowest_kj_mol=0.0 spin_multiplicity=2 homo_ev="-10.818 / -10.783" fmax_ev_per_a=0.6 lumo_energy_ev="-3.311 / -4.193" homo_lumo_gap_ev="7.5 / 6.6" total_charge=+1
Ru -0.5985 0.3630 -0.0404
O 1.5406 0.5031 3.3704
C 1.1251 0.4725 2.2391
O -0.1346 0.5400 1.8924
C 2.0727 0.2538 1.0678
C 3.4342 0.1045 1.2500
C 4.2345 -0.0898 0.1363
C 3.6463 -0.1277 -1.1190
C 2.2771 0.0302 -1.2252
N 1.5086 0.2192 -0.1502
H 3.8240 0.1505 2.2575
H 5.3042 -0.2090 0.2430
H 4.2356 -0.2788 -2.0120
H 1.7744 0.0015 -2.1824
N -0.7692 -1.5278 -2.8615
C -0.8979 -0.2308 -3.1342
N -1.0693 0.1281 -4.3984
C -1.2031 1.4286 -4.6302
N -1.3995 1.8302 -5.8837
N -1.1443 2.3969 -3.6786
C -0.9551 1.9536 -2.4702
N -0.8060 0.6616 -2.1058
C -0.8812 2.9348 -1.3591
C -1.0257 4.2925 -1.5599
C -0.9958 5.1330 -0.4578
C -0.8332 4.5782 0.8002
C -0.6948 3.2075 0.9258
N -0.7051 2.4030 -0.1384
H -1.0085 -2.1546 -3.6117
H -0.8651 -1.8367 -1.9032
H -1.5102 1.1451 -6.6103
H -1.5544 2.8041 -6.0732
H -1.1689 4.6573 -2.5660
H -1.1086 6.2012 -0.5801
H -0.8191 5.1924 1.6889
H -0.5794 2.7227 1.8863
Se -3.0405 0.3463 0.4842
C -3.4813 -0.4042 -1.1380
N -3.7424 -0.8692 -2.1616
C -0.5519 -4.2807 0.4044
S 0.3465 -2.7574 0.6504
O -0.6280 -1.7588 -0.0027
C 0.1863 -2.5721 2.3987
C 1.3320 -2.7398 3.1625
C 1.2387 -2.6132 4.5399
C 0.0197 -2.2992 5.1193
C -1.1160 -2.1171 4.3361
C -1.0437 -2.2588 2.9632
H -1.5657 -4.1424 0.7777
H -0.0348 -5.0668 0.9522
H -0.5551 -4.5036 -0.6608
H 2.2817 -2.9585 2.6883
H 2.1193 -2.7369 5.1544
H -0.0479 -2.1806 6.1923
H -2.0574 -1.8549 4.7992
H -1.9094 -2.0862 2.3344



7.
10
Properties=species:S:1:pos:R:3 method="wB97M-V/def2-TZVPD" e_above_lowest_kj_mol=84.1 spin_multiplicity=1 smiles="NC=O.SS" homo_ev=-9.726 fmax_ev_per_a=3.0 lumo_energy_ev=-0.478 homo_lumo_gap_ev=9.2
N 1.4398 -1.7366 -0.6973
C 2.4856 -0.8734 -0.8530
O 2.9727 -0.2681 0.1187
H 0.8590 -1.7314 0.1350
H 1.1033 -2.2333 -1.5046
H 2.8110 -0.9056 -1.9456
S -0.5496 1.1536 0.2322
S -2.5715 0.3547 0.5636
H -0.8581 1.2777 -1.0414
H -2.7507 -0.9986 0.6721



8.
80
Properties=species:S:1:pos:R:3 method="wB97M-V/def2-TZVPD" e_above_lowest_kj_mol=0.0 spin_multiplicity=2 homo_ev="-7.737 / -7.867" fmax_ev_per_a=1.1 lumo_energy_ev="-0.754 / -0.756" homo_lumo_gap_ev="7.0 / 7.1"
Co -0.2734 0.1928 0.3526
C -3.1456 13.4154 -0.8597
O -4.0667 12.3389 -0.8235
C -3.5675 11.0897 -0.6760
C -2.2136 10.7939 -0.5651
C -1.8160 9.4703 -0.4185
C -2.7412 8.4382 -0.3834
C -4.0988 8.7524 -0.4933
C -4.5079 10.0574 -0.6369
C -2.3415 7.0354 -0.2337
N -3.1597 6.0291 -0.0289
C -2.3537 4.9207 0.0369
C -1.0317 5.2594 -0.1264
N -1.0364 6.6222 -0.2971
C 0.0388 4.3093 -0.1039
C 1.4065 4.5688 -0.2812
C 2.2980 3.5254 -0.2464
C 1.8306 2.2246 -0.0194
N 0.5514 1.9751 0.1647
C -0.3404 2.9808 0.1070
C -1.7291 2.5988 0.2540
N -1.9657 1.2768 0.3989
C -3.2154 0.8769 0.5402
C -4.2983 1.7661 0.5360
C -4.0684 3.1098 0.3763
C -2.7469 3.5525 0.2293
H -3.7401 14.3167 -0.9745
H -2.4626 13.3216 -1.7072
H -2.5714 13.4759 0.0677
H -1.4663 11.5725 -0.5867
H -0.7561 9.2693 -0.3181
H -4.8223 7.9492 -0.4648
H -5.5558 10.3101 -0.7251
H -0.2442 7.2062 -0.4936
H 1.7569 5.5795 -0.4513
H 3.3562 3.6891 -0.3916
H 2.4808 1.3646 0.0208
H -3.3726 -0.1875 0.6543
H -5.3004 1.3774 0.6499
H -4.8752 3.8302 0.3583
C 0.8874 0.9473 4.8708
C 0.7360 1.1825 3.3840
O -0.3817 0.4750 2.8375
H 1.7686 1.4678 5.2488
H 1.0003 -0.1173 5.0776
H 0.0188 1.3166 5.4215
H 1.5948 0.7986 2.8330
H 0.6457 2.2526 3.1643
H -1.1938 0.7819 3.2548
N -0.3958 0.0964 -1.7837
C -0.2279 -0.5391 -2.7428
N -0.0421 -1.2369 -3.8012
C -0.9468 -2.1952 -3.9896
N -1.7192 -3.0411 -4.2043
N -3.1164 -3.8849 -1.4332
C -2.3268 -3.4141 -0.4056
C -1.8552 -2.1037 -0.4390
N -1.1334 -1.6073 0.5420
C -0.8508 -2.3833 1.5953
C -1.3382 -3.6766 1.6238
N -2.0728 -4.2020 0.6329
H -2.9385 -3.5053 -2.3494
H -3.2350 -4.8859 -1.4212
H -2.0615 -1.4574 -1.2835
H -0.2380 -1.9597 2.3721
H -1.1238 -4.3189 2.4694
C 4.1459 -0.3757 1.5579
Si 2.7056 -1.4633 0.9661
C 3.2895 -2.3760 -0.5581
C 2.4218 -2.7348 2.3216
O 1.3969 -0.6002 0.6756
H 4.6984 -0.8611 2.3667
H 3.8026 0.5908 1.9371
H 4.8598 -0.1800 0.7524
H 4.2686 -2.8399 -0.4099
H 3.3634 -1.6887 -1.4048
H 2.5824 -3.1613 -0.8377
H 3.3285 -3.3181 2.5044
H 1.6268 -3.4327 2.0467
H 2.1407 -2.2549 3.2651



9.
13
Properties=species:S:1:pos:R:3 method="wB97M-V/def2-TZVPD" e_above_lowest_kj_mol=240.7 spin_multiplicity=1 smiles=COc1ccco1 homo_ev=-7.814 fmax_ev_per_a=5.4 lumo_energy_ev=0.990 homo_lumo_gap_ev=8.8
C 0.0491 0.2792 2.3921
O -0.3175 -0.5767 1.3681
C -0.3145 -0.3126 0.0418
C -0.4946 -1.1627 -1.1453
C 0.0632 -0.3189 -2.1076
C 0.5232 0.8791 -1.6583
O 0.2611 0.9050 -0.2874
H -0.3511 -0.2695 3.2455
H -0.5589 1.3072 2.2707
H 1.1344 0.3277 2.6444
H -0.8830 -2.1224 -1.3590
H 0.1895 -0.7010 -3.1733
H 0.6989 1.7656 -2.2316



10.
99
Properties=species:S:1:pos:R:3 method="wB97M-V/def2-TZVPD" e_above_lowest_kj_mol=632.3 spin_multiplicity=1 smiles="FC(F)C(F)(F)COC(F)(F)C(F)F.FC(F)C(F)(F)COC(F)(F)C(F)F.FC(F)C(F)(F)COC(F)(F)C(F)F.O=S1(=O)CCCC1.O=S1(=O)CCCC1.O=S1(=O)CCCC1" homo_ev=-9.979 fmax_ev_per_a=5.2 lumo_energy_ev=0.150 homo_lumo_gap_ev=10.1
F 1.9426 2.2643 0.8011
C 1.4122 1.1076 1.2072
F 0.7698 1.2159 2.3554
C 0.4629 0.5114 0.0588
F -0.3302 1.5887 -0.2040
F -0.4560 -0.3942 0.4419
C 1.1594 -0.0227 -1.2604
O 2.0104 -1.0660 -0.7373
C 1.9585 -2.3614 -1.2248
F 0.7046 -2.7134 -0.9695
F 2.2865 -2.4264 -2.5471
C 2.7935 -3.2237 -0.3024
F 2.4569 -3.2523 1.0158
F 3.0160 -4.4435 -0.6592
H 2.1589 0.3314 1.3744
H 1.6651 0.6492 -1.9538
H 0.3627 -0.4402 -1.8761
H 3.8493 -2.9546 -0.2714
F -8.1271 9.1847 3.6159
C -7.0387 9.0858 2.8958
F -7.2617 8.8776 1.5995
C -5.9920 10.1748 3.3289
F -6.7135 11.2173 3.6798
F -5.3958 10.3947 2.1885
C -5.0209 9.7955 4.3988
O -4.6700 8.3937 4.3408
C -3.7021 7.9486 3.4513
F -3.8194 8.4334 2.1780
F -2.6381 8.3232 4.0659
C -3.9307 6.4063 3.2581
F -5.1678 6.1210 2.8112
F -3.0967 5.8656 2.3392
H -6.4287 8.2314 3.1888
H -5.6436 9.8934 5.2881
H -4.1208 10.4083 4.3498
H -3.9327 5.7652 4.1396
F 10.8687 -2.8772 0.1988
C 9.7145 -2.9618 -0.4770
F 9.8158 -2.2032 -1.5849
C 9.0679 -4.3478 -0.6722
F 9.7562 -5.0741 -1.5119
F 7.8037 -4.1416 -1.1287
C 8.8771 -5.0536 0.6995
O 7.8539 -4.5206 1.6449
C 7.6397 -5.3934 2.7983
F 7.1542 -6.6601 2.5065
F 8.8867 -5.7985 3.2019
C 6.9208 -4.5561 3.9346
F 7.3727 -3.3308 4.1049
F 5.6047 -4.3489 3.8174
H 9.1019 -2.3380 0.1740
H 9.8605 -5.1796 1.1525
H 8.5734 -6.0616 0.4173
H 7.0524 -5.0539 4.8954
O -1.5374 3.9725 -6.6443
S -1.8877 4.4872 -5.2831
O -2.7775 3.6887 -4.3938
C -0.5046 5.1875 -4.3565
C -1.1136 6.2654 -3.3738
C -2.1848 7.0254 -4.1180
C -2.7151 6.1773 -5.3728
H 0.1910 5.5497 -5.1135
H -0.0612 4.2650 -3.9816
H -1.5747 5.8035 -2.5008
H -0.3716 6.9765 -3.0107
H -1.5760 7.8956 -4.3634
H -2.9566 7.4166 -3.4551
H -2.2419 6.7237 -6.1886
H -3.8029 6.1891 -5.4407
O -6.0622 -2.3901 -5.5221
S -4.6016 -2.3389 -5.6984
O -3.8665 -1.1605 -6.1975
C -3.7651 -2.5501 -4.1717
C -3.3249 -4.0168 -4.1632
C -3.0413 -4.6209 -5.5220
C -3.9197 -3.8671 -6.5504
H -4.3525 -2.1960 -3.3246
H -2.8459 -1.9858 -4.3286
H -2.4917 -4.1790 -3.4795
H -4.1057 -4.7527 -3.9709
H -3.2736 -5.6837 -5.5892
H -1.9961 -4.5466 -5.8223
H -4.8443 -4.3131 -6.9166
H -3.6061 -3.5416 -7.5422
O -0.8076 -7.9046 2.4423
S -1.2696 -7.3897 3.7243
O -2.5542 -7.9118 4.2274
C 0.1103 -7.3802 5.0736
C 0.7885 -6.0254 4.9972
C -0.3874 -5.0712 4.7380
C -1.3072 -5.5708 3.5158
H 0.7511 -8.2408 4.8817
H -0.3006 -7.3730 6.0831
H 1.4279 -5.7546 5.8374
H 1.4216 -6.0529 4.1104
H 0.1249 -4.1408 4.4928
H -0.9777 -4.9729 5.6490
H -0.8939 -5.3829 2.5249
H -2.3619 -5.2992 3.5601



11.
9
Properties=species:S:1:pos:R:3 method="wB97M-V/def2-TZVPD" e_above_lowest_kj_mol=0.0 spin_multiplicity=3 homo_ev="-6.685 / -10.521" fmax_ev_per_a=3.1 lumo_energy_ev="0.425 / -2.532" homo_lumo_gap_ev="7.1 / 8.0"
C 0.5558 0.2605 -0.5543
N -0.6265 -0.5306 -0.3034
O 1.5742 -0.2474 -1.0024
F 0.1715 -2.4619 1.2122
P 0.5621 1.9654 -0.0814
S -0.3900 -2.1569 -0.3961
H -1.4473 -0.1789 0.1910
H -0.7640 1.9414 -0.2461
H 0.3643 1.4084 1.1806



12.
74
Properties=species:S:1:pos:R:3 method="wB97M-V/def2-TZVPD" e_above_lowest_kj_mol=134.7 spin_multiplicity=1 homo_ev=-8.194 fmax_ev_per_a=2.7 lumo_energy_ev=-0.108 homo_lumo_gap_ev=8.1
K 0.6115 -0.4659 1.6969
O 1.6258 2.3253 3.2299
N 1.0421 1.1594 3.7248
C -0.2220 1.2827 3.7481
C -1.0615 0.1481 4.2604
C -0.8008 -0.3692 5.5296
C -1.6054 -1.3664 6.0551
C -2.6883 -1.8478 5.3261
C -2.9412 -1.3481 4.0593
C -2.1275 -0.3627 3.4999
P -2.3724 0.2513 1.7773
C -2.1119 -1.2547 0.7502
C -2.3535 -1.1286 -0.6220
C -2.0644 -2.1659 -1.4942
C -1.5200 -3.3515 -1.0127
C -1.2700 -3.4910 0.3430
C -1.5641 -2.4490 1.2185
C -4.1919 0.4538 1.7232
C -5.0677 -0.5633 1.3531
C -6.4428 -0.3643 1.3909
C -6.9577 0.8552 1.8066
C -6.0936 1.8816 2.1686
C -4.7202 1.6840 2.1161
H 2.5599 2.0897 3.1485
H -0.6923 2.1950 3.3951
H 0.0294 0.0282 6.0989
H -1.4010 -1.7586 7.0435
H -3.3301 -2.6142 5.7435
H -3.7772 -1.7339 3.4862
H -2.7435 -0.1980 -1.0208
H -2.2327 -2.0347 -2.5566
H -1.2733 -4.1536 -1.6960
H -0.8334 -4.4046 0.7267
H -1.3714 -2.5847 2.2773
H -4.6742 -1.5179 1.0240
H -7.1099 -1.1647 1.0961
H -8.0291 1.0092 1.8381
H -6.4895 2.8395 2.4816
H -4.0534 2.4982 2.3787
O 1.5991 -0.0220 -0.1332
Si 2.3394 0.3051 -1.5137
C 3.8148 -0.8330 -1.8563
C 3.6592 -2.1071 -2.4226
C 4.7329 -2.9797 -2.5672
C 5.9999 -2.5944 -2.1467
C 6.1879 -1.3346 -1.5912
C 5.1085 -0.4681 -1.4526
C 1.1928 0.1862 -3.0163
C 1.6015 -0.1820 -4.3048
C 0.7173 -0.1755 -5.3802
C -0.6051 0.2080 -5.1915
C -1.0380 0.5833 -3.9241
C -0.1483 0.5688 -2.8557
C 2.9972 2.0759 -1.5329
C 2.7253 2.9386 -0.4644
C 3.1695 4.2598 -0.4622
C 3.9032 4.7431 -1.5367
C 4.1859 3.9054 -2.6117
C 3.7347 2.5916 -2.6065
H 2.6780 -2.4281 -2.7608
H 4.5812 -3.9578 -3.0084
H 6.8380 -3.2721 -2.2548
H 7.1759 -1.0253 -1.2708
H 5.2805 0.5182 -1.0326
H 2.6289 -0.4884 -4.4763
H 1.0605 -0.4743 -6.3635
H -1.2923 0.2187 -6.0288
H -2.0666 0.8939 -3.7737
H -0.4968 0.8555 -1.8674
H 2.1431 2.5674 0.3732
H 2.9396 4.9109 0.3737
H 4.2516 5.7689 -1.5419
H 4.7565 4.2793 -3.4535
H 3.9635 1.9562 -3.4578



13.
55
Properties=species:S:1:pos:R:3 method="wB97M-V/def2-TZVPD" spin_multiplicity=1 homo_ev=-13.048 fmax_ev_per_a=1.8 lumo_energy_ev=-6.077 homo_lumo_gap_ev=7.0 total_charge=+2
Pb 0.3528 -0.0794 0.0013
S 0.0689 -1.1484 -2.5949
S 1.6371 -0.4490 2.4900
C 1.0425 -2.6912 -2.4573
C 1.3795 0.1035 -2.9831
C 2.6265 0.2867 -2.1179
N 2.3361 0.8493 -0.7710
C 3.3653 0.6132 0.2810
C 2.8311 0.7416 1.7093
H 0.8302 1.0476 -3.0899
H 1.6754 -0.2538 -3.9784
H 3.3217 0.9713 -2.6378
H 3.1279 -0.6761 -1.9863
H 4.1771 1.3523 0.1400
H 3.7843 -0.3864 0.1288
H 2.3810 1.7317 1.8679
H 3.6592 0.6063 2.4172
C 2.4314 -2.0623 2.1307
H 2.1472 1.8587 -0.8534
H 2.8684 -2.2187 1.1290
H 1.7397 -2.8927 2.3525
H 3.2383 -2.0790 2.8826
H 0.3947 -3.4925 -2.0620
H 1.9708 -2.6508 -1.8571
H 1.2893 -2.9265 -3.5079
C -0.6417 5.4858 -0.6167
C -1.7846 5.0002 -0.2182
H -0.3976 5.6183 -1.6774
H 0.1145 5.8601 0.0839
H -2.5810 4.7146 -0.9146
H -2.0544 4.9345 0.8420
C -1.3442 -2.3536 2.5905
P -0.8275 -2.3278 0.8249
C -0.4580 -4.1149 0.6504
C -2.4028 -1.7475 0.0310
C -2.8809 -0.3167 0.4222
P -2.0056 1.1388 -0.3244
C -3.2844 1.9665 -1.2619
C -1.5222 2.0802 1.2028
H -0.5014 -2.6877 3.2132
H -2.1537 -3.1168 2.6049
H -1.7106 -1.3802 2.9203
H -1.3025 -4.6588 1.1138
H -0.2995 -4.4054 -0.3918
H 0.4613 -4.3336 1.2322
H -2.2594 -1.8313 -1.0616
H -3.1350 -2.4736 0.4038
H -3.9049 -0.1816 0.0265
H -2.8637 -0.1404 1.5176
H -4.0504 2.2853 -0.5159
H -2.8782 2.8309 -1.8150
H -3.7190 1.2259 -1.9691
H -2.4374 2.5418 1.5681
H -1.0786 1.3911 1.9419
H -0.7731 2.8405 0.9433